Molecular formula: C5H6O2
Method: DFT, ωB97M-V/def2-TZVPD

* F_max: 0.0082 Eh/bohr
* lowest unoccupied orbital energy: 0.9 eV
* multiplicity: 1
* relative energy (zero: lowest compared OMol25 entry of this formula, charge and spin): 61.4 kcal/mol
* HOMO energy: -9.77 eV

Geometry (Å):
O  1.886  1.634  -1.276
C  1.621  0.949  -0.320
C  0.848  -0.340  -0.445
O  0.668  -1.031  0.804
C  -0.748  -1.029  0.609
C  -1.267  0.360  0.640
C  -0.660  -0.195  -0.635
H  1.897  1.245  0.712
H  1.327  -0.992  -1.188
H  -1.290  -1.938  0.842
H  -2.347  0.490  0.600
H  -0.743  1.101  1.237
H  -1.190  -0.256  -1.579